{"formula": "C37H71N3O9", "method": "ωB97M-V/def2-TZVPD", "elements": ["H", "N", "C", "C", "C", "C", "C", "N", "C", "C", "C", "C", "C", "C", "C", "C", "C", "C", "C", "C", "N", "C", "C", "H", "H", "H", "H", "H", "H", "H", "H", "H", "H", "H", "H", "H", "H", "H", "H", "H", "H", "H", "H", "H", "H", "H", "H", "H", "H", "H", "H", "C", "O", "C", "C", "O", "C", "C", "O", "C", "H", "H", "H", "H", "H", "H", "H", "H", "H", "H", "H", "H", "H", "H", "C", "O", "C", "C", "O", "C", "C", "O", "C", "H", "H", "H", "H", "H", "H", "H", "H", "H", "H", "H", "H", "H", "H", "C", "O", "C", "C", "O", "C", "C", "O", "C", "H", "H", "H", "H", "H", "H", "H", "H", "H", "H", "H", "H", "H", "H"], "xyz": [[0.552, 1.391, -4.971], [1.078, 0.818, -4.312], [1.609, 1.517, -3.411], [1.432, 3.066, -3.474], [2.472, 0.963, -2.267], [1.799, -0.126, -1.380], [2.942, -0.768, -0.584], [3.827, -1.215, -0.052], [1.145, -1.301, -2.181], [0.786, -2.508, -1.263], [-0.413, -3.359, -1.758], [-0.851, -4.237, -0.524], [-1.686, -2.523, -2.179], [-3.081, -3.176, -1.845], [-4.163, -2.284, -2.526], [-4.827, -1.294, -1.897], [-6.347, -1.089, -1.994], [-4.096, -0.250, -1.014], [0.768, 0.416, -0.301], [0.520, 1.893, -0.390], [0.303, 2.998, -0.306], [1.112, 0.090, 1.167], [0.222, -0.574, 1.923], [1.383, 3.535, -2.481], [2.371, 3.440, -3.941], [0.589, 3.344, -4.126], [3.356, 0.486, -2.737], [2.852, 1.807, -1.665], [1.922, -1.657, -2.885], [0.289, -0.882, -2.728], [1.676, -3.169, -1.250], [0.595, -2.232, -0.211], [-0.139, -4.098, -2.538], [-1.451, -5.112, -0.819], [0.042, -4.615, 0.016], [-1.378, -3.586, 0.203], [-1.562, -1.519, -1.725], [-1.638, -2.368, -3.274], [-3.173, -4.169, -2.314], [-3.336, -3.172, -0.777], [-4.411, -2.451, -3.592], [-6.833, -1.730, -1.234], [-6.583, -0.038, -1.734], [-6.757, -1.328, -2.990], [-4.711, -0.125, -0.095], [-3.116, -0.612, -0.664], [-4.046, 0.708, -1.555], [-0.205, -0.079, -0.489], [2.036, 0.401, 1.669], [-0.344, -1.450, 1.583], [0.058, -0.175, 2.937], [0.592, 10.222, 4.361], [0.448, 8.897, 3.900], [-0.658, 8.235, 4.497], [-1.147, 7.105, 3.610], [-1.946, 7.545, 2.516], [-1.264, 8.195, 1.449], [-0.457, 7.248, 0.581], [0.769, 6.915, 1.214], [1.264, 5.657, 0.795], [0.796, 10.241, 5.437], [1.432, 10.673, 3.833], [-0.307, 10.808, 4.140], [-1.480, 8.938, 4.673], [-0.322, 7.822, 5.457], [-1.808, 6.474, 4.210], [-0.324, 6.476, 3.269], [-0.658, 9.026, 1.810], [-2.054, 8.623, 0.825], [-0.218, 7.739, -0.372], [-1.046, 6.345, 0.382], [0.547, 4.870, 1.023], [2.182, 5.457, 1.349], [1.486, 5.665, -0.277], [-3.512, -7.760, -7.793], [-2.376, -7.790, -6.956], [-1.944, -6.488, -6.588], [-1.160, -6.533, -5.290], [-1.984, -6.633, -4.130], [-2.598, -7.900, -3.911], [-1.633, -8.966, -3.428], [-0.871, -9.480, -4.510], [0.378, -9.991, -4.095], [-3.286, -7.258, -8.740], [-3.804, -8.789, -7.999], [-4.348, -7.259, -7.292], [-2.800, -5.815, -6.472], [-1.294, -6.113, -7.390], [-0.635, -5.580, -5.184], [-0.402, -7.317, -5.302], [-3.156, -8.228, -4.788], [-3.327, -7.728, -3.115], [-2.199, -9.800, -2.993], [-0.975, -8.540, -2.661], [0.972, -9.208, -3.611], [0.914, -10.330, -4.980], [0.245, -10.837, -3.411], [4.251, 4.528, 7.748], [4.137, 3.196, 7.297], [3.041, 2.517, 7.893], [2.581, 1.370, 7.012], [1.780, 1.787, 5.910], [2.456, 2.444, 4.844], [3.288, 1.509, 3.987], [4.516, 1.201, 4.625], [5.036, -0.049, 4.216], [4.449, 4.559, 8.825], [5.085, 4.991, 7.221], [3.341, 5.094, 7.518], [2.204, 3.204, 8.059], [3.380, 2.118, 8.859], [1.929, 0.730, 7.612], [3.419, 0.756, 6.680], [3.044, 3.290, 5.204], [1.662, 2.854, 4.212], [3.524, 1.998, 3.032], [2.716, 0.593, 3.790], [4.328, -0.853, 4.447], [5.954, -0.229, 4.773], [5.262, -0.045, 3.145]], "mulliken_charge": [0.2479, -0.6784, 0.6210, -1.0188, -1.2544, 1.8152, -0.5773, -0.6545, -1.4308, -0.8274, 0.9078, -1.6540, -0.1514, -0.2070, -0.6050, 0.4556, -1.3195, -0.8981, 2.7026, -0.4810, -0.3943, -0.9018, -0.6900, 0.0263, 0.3079, 0.4440, 0.5693, 0.3992, 0.5906, 0.4163, 0.5607, 0.2461, 0.2020, 0.2459, 0.4307, 0.3299, -0.5162, 0.1848, 0.2031, 0.4610, 0.3204, 0.2657, 0.3632, 0.3736, 0.3914, -0.0135, 0.2977, -1.1116, 0.4531, 0.1912, 0.3243, -0.7974, -0.2412, -0.6190, -0.2953, -0.4780, -0.4043, -0.5271, -0.3242, -0.7567, 0.3164, 0.2373, 0.3368, 0.3562, 0.4179, 0.4200, 0.1037, 0.1507, 0.4203, 0.4089, 0.3130, 0.3449, 0.3220, 0.2923, -0.7801, -0.2623, -0.6267, -0.4430, -0.2898, -0.4427, -0.6058, -0.2826, -0.7695, 0.3204, 0.2351, 0.3348, 0.3619, 0.4249, 0.3635, 0.2198, 0.1901, 0.4071, 0.4192, 0.3452, 0.3283, 0.2323, 0.3248, -0.7674, -0.2567, -0.5803, -0.3753, -0.4968, -0.3832, -0.3944, -0.3594, -0.7650, 0.3253, 0.2337, 0.3157, 0.3539, 0.4208, 0.4054, 0.1502, 0.1201, 0.4170, 0.5250, 0.2459, 0.3143, 0.2635, 0.3219], "lumo_ev": 0.296, "homo_lumo_gap_ha": 0.302, "smiles": "[H]/N=C(\\C)C[C@](C#N)(CC[C@@H](C)CCC=C(C)C)[C@H](C#N)C=C.COCCOCCOC.COCCOCCOC.COCCOCCOC"}

{"formula": "C37H71NO12S", "method": "ωB97M-V/def2-TZVPD", "elements": ["C", "C", "O", "S", "O", "O", "C", "C", "C", "N", "O", "H", "H", "H", "H", "H", "H", "H", "C", "C", "C", "O", "C", "H", "H", "H", "H", "H", "H", "H", "H", "C", "C", "C", "O", "C", "H", "H", "H", "H", "H", "H", "H", "H", "C", "C", "C", "O", "C", "H", "H", "H", "H", "H", "H", "H", "H", "C", "C", "C", "O", "C", "H", "H", "H", "H", "H", "H", "H", "H", "C", "C", "C", "O", "C", "H", "H", "H", "H", "H", "H", "H", "H", "C", "C", "C", "O", "C", "H", "H", "H", "H", "H", "H", "H", "H", "C", "C", "C", "O", "C", "H", "H", "H", "H", "H", "H", "H", "H", "C", "C", "C", "O", "C", "H", "H", "H", "H", "H", "H", "H", "H"], "xyz": [[-6.475, 6.144, -3.366], [-6.162, 5.418, -4.268], [-5.657, 4.581, -5.139], [-5.533, 2.994, -4.446], [-6.399, 2.194, -5.256], [-4.067, 2.522, -4.868], [-2.938, 3.190, -4.258], [-3.106, 3.527, -2.785], [-1.736, 3.986, -2.299], [-0.932, 3.026, -1.715], [-1.386, 5.141, -2.428], [-6.854, 6.715, -2.555], [-2.128, 2.467, -4.348], [-2.653, 4.058, -4.850], [-3.408, 2.657, -2.199], [-3.774, 4.368, -2.604], [-1.103, 2.111, -2.119], [0.047, 3.302, -1.781], [1.526, 5.723, 1.162], [2.989, 5.338, 0.961], [2.869, 4.132, 0.042], [1.699, 4.349, -0.756], [0.940, 5.439, -0.213], [1.380, 6.756, 1.475], [1.069, 5.071, 1.910], [3.523, 6.147, 0.456], [3.515, 5.103, 1.885], [2.739, 3.210, 0.618], [3.731, 4.010, -0.615], [1.046, 6.301, -0.878], [-0.112, 5.160, -0.184], [-5.214, -1.405, -2.515], [-4.476, -1.251, -1.188], [-3.072, -0.902, -1.654], [-3.219, -0.188, -2.888], [-4.568, -0.317, -3.359], [-6.293, -1.288, -2.433], [-5.008, -2.389, -2.944], [-4.901, -0.419, -0.618], [-4.501, -2.143, -0.567], [-2.482, -1.805, -1.842], [-2.529, -0.277, -0.942], [-5.070, 0.646, -3.210], [-4.558, -0.544, -4.424], [4.328, 1.841, 5.518], [4.779, 3.294, 5.641], [5.207, 3.608, 4.213], [4.384, 2.812, 3.360], [3.680, 1.836, 4.142], [3.648, 1.527, 6.307], [5.198, 1.178, 5.526], [3.933, 3.923, 5.930], [5.579, 3.448, 6.364], [6.255, 3.333, 4.045], [5.081, 4.660, 3.952], [2.627, 2.132, 4.200], [3.741, 0.867, 3.645], [-2.187, -6.196, -0.411], [-3.426, -6.645, 0.358], [-4.038, -5.310, 0.761], [-3.696, -4.382, -0.271], [-2.699, -4.955, -1.125], [-1.800, -6.948, -1.099], [-1.390, -5.928, 0.288], [-4.103, -7.186, -0.307], [-3.207, -7.283, 1.214], [-3.620, -4.950, 1.708], [-5.124, -5.350, 0.857], [-3.166, -5.213, -2.081], [-1.918, -4.216, -1.310], [6.682, -2.451, 3.224], [5.676, -3.596, 3.134], [4.369, -2.881, 3.453], [4.515, -1.544, 2.972], [5.883, -1.293, 2.641], [7.609, -2.637, 2.684], [6.930, -2.251, 4.269], [5.651, -3.994, 2.117], [5.883, -4.419, 3.817], [4.189, -2.847, 4.533], [3.504, -3.340, 2.973], [5.978, -1.255, 1.551], [6.175, -0.323, 3.046], [1.065, 2.074, 10.137], [2.251, 1.237, 10.609], [2.727, 0.614, 9.303], [2.425, 1.559, 8.273], [1.561, 2.576, 8.788], [0.801, 2.884, 10.815], [0.187, 1.439, 10.004], [3.026, 1.886, 11.023], [1.993, 0.493, 11.360], [2.193, -0.318, 9.090], [3.798, 0.409, 9.295], [2.137, 3.502, 8.896], [0.755, 2.752, 8.075], [-0.162, -10.837, -3.049], [-1.400, -11.301, -2.286], [-2.027, -9.974, -1.884], [-1.692, -9.039, -2.913], [-0.688, -9.600, -3.763], [0.236, -11.583, -3.736], [0.629, -10.562, -2.348], [-2.069, -11.849, -2.952], [-1.175, -11.937, -1.430], [-1.612, -9.611, -0.937], [-3.112, -10.028, -1.787], [-1.148, -9.862, -4.721], [0.084, -8.851, -3.944], [-1.196, 5.277, -9.150], [0.240, 5.374, -8.642], [0.069, 5.037, -7.167], [-1.036, 4.132, -7.090], [-1.730, 4.104, -8.339], [-1.273, 5.115, -10.224], [-1.744, 6.188, -8.902], [0.863, 4.623, -9.133], [0.697, 6.350, -8.800], [-0.168, 5.930, -6.580], [0.949, 4.562, -6.733], [-1.519, 3.150, -8.834], [-2.803, 4.166, -8.153]], "mulliken_charge": [-0.2541, -0.0221, -0.3588, 0.6510, -0.5319, -0.2533, -0.5187, 0.0751, 0.0654, -0.3953, -0.5971, 0.4207, 0.3082, 0.3798, 0.1924, 0.3255, 0.3128, 0.1811, -0.7303, -0.1009, -0.3638, -0.4044, -0.1892, 0.3923, 0.2967, 0.2992, -0.0881, 0.1752, 0.2860, 0.2170, 0.1807, -0.6089, -0.4018, -0.1486, -0.4289, 0.0550, 0.3673, 0.2364, 0.2885, 0.2114, 0.0656, 0.2833, -0.2112, 0.3478, 0.0455, -0.6510, -0.3820, -0.3705, -0.3736, 0.0039, 0.1679, 0.2609, 0.3945, 0.2601, 0.2729, 0.2651, 0.1347, -0.3121, -0.5741, -0.5157, -0.2559, -0.4893, 0.1294, 0.2577, 0.2408, 0.3677, 0.2978, 0.2886, 0.2610, 0.2775, -0.5810, -0.5444, -0.4352, -0.3471, -0.2513, 0.3513, 0.2733, 0.2538, 0.3383, 0.2662, 0.2513, 0.2560, 0.1618, -0.5481, -0.5533, -0.4780, -0.2911, -0.5028, 0.3273, 0.2673, 0.2714, 0.3345, 0.3092, 0.2664, 0.2815, 0.2873, -0.5466, -0.5324, -0.3651, -0.4038, -0.3893, 0.3421, 0.2618, 0.2658, 0.3313, 0.2279, 0.2978, 0.2462, 0.2702, -0.5664, -0.5463, -0.4518, -0.3225, -0.3572, 0.3429, 0.2777, 0.2588, 0.3293, 0.2765, 0.2810, 0.2731, 0.2255], "lumo_ev": 0.723, "homo_lumo_gap_ha": 0.363}

> What is the formula in the first record?

C37H71N3O9